Computed, not measured: C20H33N3O4S in the gas phase, with ωB97M-V with the def2-TZVPD basis set.

Net charge: 0
Relative energy (zero: lowest compared OMol25 entry of this formula, charge and spin) in eV: 0.210
2S+1: 1

Last column: natural (NBO) charge in e.
CARTESIAN COORDINATES (ANGSTROEM)
1 H -3.3815 0.8185 -2.1805  0.194
2 N -0.6949 4.2430 1.5851  -0.901
3 O -1.6078 4.2738 -0.7280  -0.962
4 O -2.8898 5.2619 1.1834  -0.941
5 H -3.2748 2.4686 -1.5337  0.222
6 H -2.9978 2.6157 1.9949  0.270
7 C -0.9476 0.0287 -1.0576  -0.222
8 H -2.7746 -1.0205 1.3795  0.215
9 H 3.4378 -4.8230 -0.9554  0.199
10 C -2.3584 -3.1142 1.7525  -0.416
11 H 3.8827 -4.7301 0.7495  0.218
12 C 0.6270 1.7106 -2.1857  -0.632
13 H -0.7531 4.8640 2.3772  0.421
14 H -2.4010 -3.0209 2.8402  0.211
15 H 2.6729 -2.6860 -2.1735  0.201
16 C -2.8070 2.6865 0.9274  -0.770
17 H 2.4533 4.4863 0.2680  0.221
18 H -3.1858 -2.0838 0.0293  0.198
19 S -2.0084 4.2643 0.6526  2.350
20 H 3.7332 -2.2261 0.6402  0.221
21 N -1.8860 1.0964 -0.7396  -0.430
22 H 4.2355 -1.9636 -1.7505  0.235
23 C -0.9189 -3.0813 1.3057  -0.045
24 H 1.6640 5.6576 1.3298  0.202
25 C -0.0287 -2.1545 1.8416  -0.153
26 C 0.8704 -3.8903 -0.1103  -0.188
27 H -0.3739 -1.4511 2.5906  0.218
28 O 3.1879 0.1885 -0.7182  -0.636
29 N 1.2949 -0.6104 -1.6623  -0.620
30 C 1.4871 4.8872 0.5770  -0.622
31 H 1.0910 3.2662 1.9683  0.209
32 C 3.2054 -2.0989 -1.4197  -0.480
33 H -3.7500 2.7329 0.3878  0.250
34 H 0.8190 -1.4618 -1.9161  0.397
35 H 0.8579 0.8250 -0.2568  0.226
36 C 3.1853 -2.8477 -0.0724  -0.232
37 C 0.4878 0.5254 -1.2408  -0.069
38 H -1.2984 -0.4399 -1.9829  0.192
39 H 0.0388 2.5633 -1.8424  0.226
40 H 1.9613 -1.3638 1.8357  0.221
41 H -0.9624 -0.7181 -0.2639  0.247
42 H 4.9426 -4.0388 -0.4863  0.213
43 H 1.6738 2.0098 -2.2304  0.235
44 O -1.1808 1.0366 1.4012  -0.640
45 C -0.4486 -3.9443 0.3213  -0.223
46 C 1.7626 -2.9710 0.4337  -0.039
47 H -4.2236 -2.0338 1.4593  0.210
48 C 2.5850 -0.7298 -1.2471  0.694
49 H 1.0083 5.3502 -0.2856  0.222
50 C 0.6147 3.7743 1.1294  -0.217
51 H 0.4441 3.0148 0.3701  0.217
52 C -3.1878 -1.9963 1.1184  -0.603
53 H -2.0661 1.9104 -2.6598  0.214
54 H 1.2033 -4.5830 -0.8750  0.202
55 H -1.1220 -4.6780 -0.1085  0.207
56 C 1.2890 -2.1023 1.4132  -0.222
57 C -2.7018 1.6000 -1.8316  -0.400
58 C -1.8985 1.5314 0.5423  0.678
59 H 0.3048 1.4452 -3.1961  0.200
60 H -2.7929 -4.0846 1.5025  0.205
61 C 3.9015 -4.1892 -0.1970  -0.597

Atoms 1-2, force components in eV/Å:
H 0.0 0.0 0.0
N 0.0 0.0 0.0

***

Computed, not measured: a molecular structure, C22H26ClO10Tl, with ωB97M-V with the def2-TZVPD basis set.

Net charge: 0
Calculated total energy in eV: -60922.6541
2S+1: 1

Last column: natural (NBO) charge in e.
CARTESIAN COORDINATES (ANGSTROEM)
1 O 0.2887 4.8919 -2.5415  -0.479
2 O -2.3982 -0.8093 -0.9466  -0.575
3 C 0.8476 2.8399 2.5396  -0.010
4 O -0.3863 2.2649 -1.2777  -0.590
5 Cl -0.5374 2.6549 3.5505  0.023
6 H -3.2799 -1.3388 -2.7494  0.183
7 C 1.7381 1.7428 2.3546  -0.186
8 C -0.4975 -3.4610 1.2483  -0.085
9 H -4.3303 -0.6459 -0.2784  0.170
10 C -3.0931 0.9230 0.5957  -0.084
11 C 0.7339 -3.1355 -1.8471  -0.089
12 O 3.3019 4.8154 -2.3817  -0.479
13 O 3.8074 2.0115 -3.4216  -0.478
14 C 2.5246 3.9069 -2.5447  0.371
15 H -2.8367 -2.8742 2.4313  0.175
16 C 3.0618 3.1886 0.8944  -0.246
17 H -0.9380 -3.5288 0.2470  0.178
18 H 2.6530 -3.5980 -1.0256  0.180
19 H 1.0876 -3.2537 -2.8784  0.193
20 C -2.3416 -2.1109 1.8152  -0.095
21 H -2.2864 -0.6146 3.3382  0.205
22 C 0.6399 2.5886 -1.8786  0.310
23 H 2.2339 -0.3199 2.7331  0.199
24 H -1.8753 -0.2446 -2.8648  0.200
25 C 1.7538 1.6693 -2.1959  0.312
26 C -3.4924 0.0044 -0.5613  -0.092
27 H -2.6723 -2.2232 0.7799  0.196
28 Tl 0.1366 -0.0829 0.1747  0.732
29 O -2.2511 0.3496 1.5777  -0.548
30 H 2.3704 -1.8620 -1.3577  0.237
31 O -0.9328 -2.2710 1.8769  -0.550
32 H 1.3375 -4.4872 0.8246  0.181
33 C 1.5252 0.4779 2.9096  -0.331
34 O 1.7757 0.4664 -1.9250  -0.602
35 H -1.1961 -2.4880 -3.5408  0.186
36 H 3.5578 1.1636 1.3649  0.212
37 C 2.8609 1.9801 1.5130  -0.122
38 O 1.6105 -2.4795 0.3799  -0.550
39 H 0.7296 0.2998 3.6164  0.209
40 H 1.4131 -3.3412 2.1839  0.204
41 C 1.9262 -2.7790 -0.9717  -0.088
42 C -2.7313 -0.7378 2.3480  -0.081
43 H -4.0110 1.3103 1.0542  0.179
44 H 0.3440 4.8536 2.0608  0.233
45 C 1.0267 3.9581 -2.3296  0.353
46 H -0.8247 -4.3357 1.8279  0.177
47 C 1.0265 -3.4963 1.1745  -0.082
48 H 2.2996 5.1801 0.5820  0.235
49 H -1.9202 -3.2049 -2.0817  0.170
50 C -2.2973 -1.1008 -2.3274  -0.071
51 H 3.9271 3.3441 0.2621  0.233
52 H 0.2826 -4.0870 -1.5308  0.166
53 H -3.8166 0.6429 -1.3883  0.199
54 H -2.5065 1.7521 0.1973  0.228
55 O -0.2127 -2.0934 -1.7620  -0.559
56 C 1.0502 4.0493 1.9077  -0.228
57 C 2.1517 4.2305 1.0796  -0.186
58 C -1.4025 -2.3188 -2.4769  -0.070
59 C 2.8661 2.4566 -2.8074  0.348
60 H -3.8218 -0.6929 2.4495  0.180

Atoms 1-2, force components in eV/Å:
O 0.1 0.1 0.2
O 0.1 0.1 0.0

***

Computed, not measured: 2 unconnected molecules or ions with the total composition C21H35FNO6 at a distorted geometry, with ωB97M-V with the def2-TZVPD basis set.

Net charge: +1
Relative energy (zero: lowest compared OMol25 entry of this formula, charge and spin) in eV: 0.000
2S+1: 1

Last column: natural (NBO) charge in e.
CARTESIAN COORDINATES (ANGSTROEM)
1 C 1.4995 2.5976 -0.6488  0.766
2 H 2.0756 -1.6622 4.9445  0.226
3 H 0.3926 0.1145 -3.9121  0.233
4 H -2.4983 -2.2110 -6.2993  0.189
5 C -1.6448 3.5030 -4.6366  -0.643
6 H -0.7101 -1.9717 1.7631  0.229
7 C -0.5023 -0.2229 5.5902  0.096
8 F -1.5119 1.4327 -3.4021  -0.371
9 C 1.5960 -1.8386 -4.6926  -0.099
10 C -1.6777 -0.3898 6.5690  -0.624
11 C 0.5096 -1.1965 3.4273  0.085
12 H 0.2933 2.3071 3.3268  0.258
13 N -0.4274 -1.3499 4.5912  0.332
14 H -1.6436 -1.3636 7.0618  0.235
15 C 0.7406 -0.2111 6.5088  -0.641
16 H 2.2782 -2.5092 3.4643  0.241
17 H -0.0558 2.0301 -4.7575  0.168
18 C 1.0441 2.1808 -2.0621  -0.037
19 C -0.6169 1.1463 4.8914  -0.403
20 H -0.4775 0.3242 2.2289  0.223
21 C 1.4668 0.1835 -3.6279  -0.125
22 C -3.1011 -1.6405 -4.3163  -0.636
23 H 0.6061 0.5056 7.3182  0.247
24 H 2.3523 -2.6294 -4.8932  0.203
25 C -0.7160 2.4391 -3.9597  0.212
26 C -2.0875 -2.3314 -5.2707  -0.066
27 C 0.4653 1.3569 3.8379  -0.417
28 H -1.6349 0.3741 7.3435  0.249
29 H -3.4043 -0.6308 -4.6736  0.216
30 O 1.9050 -1.1807 -3.4565  -0.527
31 H 1.0190 -2.1246 1.5360  0.256
32 H 0.2929 -3.4548 -5.2915  0.175
33 O -0.7969 -1.7146 -5.2694  -0.558
34 H -1.9658 3.1570 -5.6393  0.228
35 H 2.6780 -0.7994 3.5359  0.241
36 H -2.5679 3.6065 -4.0239  0.226
37 H 1.4527 1.4335 4.2999  0.218
38 H -2.6483 -0.2841 6.0827  0.235
39 H -0.0087 -2.7908 -3.6019  0.179
40 H 0.1875 -3.2146 2.6454  0.235
41 C 2.4493 0.6421 -1.0877  0.780
42 O 1.2953 3.6865 -0.2543  -0.515
43 C 0.4421 0.2248 2.8172  -0.400
44 C 1.9599 -1.5487 3.8690  -0.641
45 H -0.5617 1.9419 5.6360  0.259
46 H 1.6552 0.0867 5.9995  0.226
47 O -1.5311 -1.5479 4.1667  -0.081
48 H -1.5992 1.2416 4.4150  0.226
49 C 1.6091 0.9854 -2.3323  -0.098
50 H 0.6825 3.9960 -3.2670  0.256
51 O 2.1641 1.5541 -0.0451  -0.526
52 H -1.1072 4.4720 -4.6969  0.220
53 H 0.9028 -1.1893 6.9660  0.230
54 H 2.0992 0.6589 -4.4083  0.199
55 C 0.2260 -2.1856 2.2813  -0.619
56 H -1.9737 -3.3975 -4.9851  0.172
57 H -4.0453 -2.2320 -4.2784  0.214
58 H 1.2648 0.3596 2.1128  0.273
59 O 3.2476 -0.1904 -0.9496  -0.480
60 H 1.6438 -1.1463 -5.5620  0.187
61 C 0.1376 3.1152 -2.8596  -0.494
62 C 0.1960 -2.5342 -4.6649  -0.095
63 H -0.5837 3.5507 -2.1251  0.244
64 H -2.7304 -1.5143 -3.2793  0.205

Atoms 1-2, force components in eV/Å:
C -1.0 -0.7 -2.8
H 0.0 0.2 0.0

***

Computed, not measured: 8 unconnected molecules or ions with the total composition C14H21ClN7O4 at a distorted geometry, with ωB97M-V with the def2-TZVPD basis set.

Net charge: -1
Relative energy (zero: lowest compared OMol25 entry of this formula, charge and spin) in eV: 17.113
2S+1: 1

Last column: natural (NBO) charge in e.
CARTESIAN COORDINATES (ANGSTROEM)
1 O -12.2039 12.1915 -16.8986  -0.838
2 C -11.8936 13.0284 -14.6039  -0.798
3 H -17.1233 11.1845 -17.3922  0.230
4 C -15.8919 11.8300 -14.1159  0.286
5 H -11.7989 12.9146 -15.6838  0.311
6 H -17.1243 12.8070 -17.6598  0.250
7 C -13.1962 8.4132 -18.9436  -0.716
8 H -13.8498 12.4872 -13.8525  0.236
9 C -14.2159 13.5368 -16.7645  -0.823
10 N -10.2210 7.5585 -16.5241  -0.371
11 N -12.0296 6.6709 -20.5297  -0.412
12 N -15.1273 15.8388 -15.9546  -0.315
13 H -14.9620 12.8268 -16.4076  0.257
14 Cl -13.2479 11.2261 -17.2497  2.581
15 C -16.1678 13.0341 -18.1306  -0.801
16 H -15.9615 12.6778 -19.1398  0.262
17 N -15.9603 8.2626 -16.3577  -0.360
18 N -11.8566 10.6167 -13.5992  -0.356
19 C -10.8398 10.1386 -16.2047  -0.740
20 H -11.3127 10.5223 -17.1087  0.258
21 H -14.4300 12.2649 -15.4966  0.275
22 C -14.7142 14.8094 -16.3514  0.284
23 H -10.0539 10.8074 -15.8536  0.227
24 C -10.4679 8.6711 -16.3837  0.303
25 H -13.1309 8.0175 -17.9300  0.260
26 H -15.4284 11.2278 -17.5188  0.267
27 C -16.1928 14.4691 -18.2678  0.272
28 H -14.0600 13.4741 -17.8415  0.312
29 H -11.1936 13.7108 -14.1218  0.260
30 H -12.8554 13.5361 -14.5316  0.251
31 H -15.3405 12.7390 -17.4851  0.307
32 C -16.1501 9.3685 -16.6448  0.312
33 C -12.5291 7.3952 -19.8105  0.308
34 H -11.5878 10.1108 -15.4124  0.268
35 C -11.8637 11.7090 -14.0325  0.325
36 H -16.1824 11.2912 -15.8784  0.253
37 H -14.2240 8.4918 -19.2979  0.243
38 O -14.0932 11.8396 -18.2549  -0.851
39 N -17.0096 11.8162 -13.8867  -0.363
40 O -12.7976 9.9390 -17.7780  -0.832
41 H -13.4062 13.3559 -16.0576  0.284
42 N -16.1558 15.6206 -18.4379  -0.334
43 O -14.0605 10.8863 -16.1316  -0.863
44 H -12.5321 9.2773 -18.9233  0.313
45 C -14.4536 11.8432 -14.4918  -0.754
46 C -16.2235 10.8516 -16.8750  -0.763
47 H -14.1015 10.8122 -14.5251  0.296

Atoms 1-2, force components in eV/Å:
O -0.6 -2.4 -3.1
C 0.8 1.6 0.8